Computed, not measured: C19H38N3S2Se2Si2Ti as an isolated structure, with wB97M-V/def2-TZVPD.

```
67
Properties=species:S:1:pos:R:3:mulliken_charge:R:1
Ti -0.196 0.400 -0.375 0.242
C -2.866 -3.103 2.497 -1.225
Se -2.756 -1.330 1.708 0.052
C -2.180 -0.397 3.315 -0.622
C -0.707 -0.584 3.624 -0.875
Se 0.489 0.252 2.321 0.058
C 0.123 2.084 2.854 -0.769
H -3.504 -3.072 3.376 0.391
H -1.875 -3.472 2.752 0.360
H -3.304 -3.760 1.750 0.346
H -2.804 -0.746 4.140 0.525
H -2.413 0.655 3.145 0.148
H -0.433 -1.638 3.645 0.378
H -0.464 -0.160 4.601 0.492
H 0.389 2.218 3.901 0.456
H -0.924 2.325 2.684 -0.039
H 0.747 2.708 2.220 0.271
C 2.166 -2.535 0.350 -0.869
Si 1.894 -2.170 -1.475 -0.037
C 2.200 -3.805 -2.378 -1.158
C 3.256 -1.012 -2.048 -0.960
C 0.214 -1.421 -1.756 2.928
C 0.116 -0.475 -2.890 -1.716
C 0.522 -0.686 -4.216 -0.415
C 0.322 0.303 -5.156 -0.681
C -0.275 1.505 -4.779 -1.005
C -0.634 1.663 -3.459 -0.373
N -0.443 0.704 -2.550 0.593
Si -1.197 -2.607 -1.883 -0.065
C -1.205 -3.832 -0.451 -0.435
C -2.843 -1.684 -1.986 -0.854
C -1.184 -3.641 -3.461 -1.124
H 3.116 -3.056 0.499 0.416
H 1.371 -3.164 0.760 0.254
H 2.201 -1.607 0.924 0.083
H 3.209 -4.164 -2.155 0.386
H 2.125 -3.688 -3.462 0.310
H 1.500 -4.589 -2.081 0.337
H 4.228 -1.493 -1.912 0.403
H 3.252 -0.081 -1.479 0.108
H 3.158 -0.757 -3.106 0.308
H 0.978 -1.631 -4.483 0.446
H 0.627 0.146 -6.183 0.459
H -0.445 2.300 -5.491 0.423
H -1.079 2.583 -3.096 0.355
H -1.002 -3.341 0.501 -0.272
H -0.446 -4.604 -0.600 0.319
H -2.174 -4.336 -0.384 0.291
H -2.980 -0.923 -1.217 0.047
H -3.683 -2.383 -1.927 0.347
H -2.910 -1.173 -2.951 0.271
H -0.281 -4.246 -3.553 0.306
H -1.258 -3.007 -4.348 0.310
H -2.045 -4.317 -3.472 0.378
C -2.131 4.755 1.157 -0.789
N -3.150 3.768 1.479 -0.249
C -3.263 2.562 0.910 0.471
N -4.255 1.779 1.356 -0.343
S -2.257 2.062 -0.361 -0.460
H -2.566 5.749 1.243 0.331
H -1.789 4.595 0.139 0.289
H -1.275 4.674 1.827 0.244
H -3.821 4.019 2.188 0.222
H -4.842 2.040 2.131 0.176
H -4.333 0.843 0.992 0.184
S 2.637 2.510 -0.094 -0.303
C 1.369 1.574 -0.226 -0.075
```

The value obtained for the LUMO energy (alpha / beta) is -0.15 / -0.16 eV. The calculation puts the energy above the lowest of the compared OMol25 structures with the same formula, charge and spin at 7.33 kcal/mol. The multiplicity is 4. For the largest force on an atom, the calculation gives 0.191 eV/Å.

---

Computed, not measured: C4H7NO2 in the gas phase in a non-equilibrium geometry, with wB97M-V/def2-TZVPD.

```
14
Properties=species:S:1:pos:R:3:mulliken_charge:R:1
O 2.274 -0.137 0.257 -0.503
C 0.896 -0.030 0.385 0.216
C 0.202 1.181 -0.187 -0.635
N -1.176 0.769 0.077 -0.398
C -1.302 -0.628 -0.354 -0.408
C 0.082 -1.201 -0.118 0.271
O 0.454 -2.341 -0.248 -0.576
H 2.389 -0.435 1.158 0.400
H 0.676 -0.034 1.465 0.224
H 0.479 2.090 0.356 0.306
H 0.456 1.318 -1.253 0.299
H -1.856 1.377 -0.352 0.245
H -1.532 -0.755 -1.421 0.259
H -2.043 -1.176 0.235 0.301
```

The value obtained for the LUMO energy is 0.64 eV. The calculation puts the energy above the lowest of the compared OMol25 structures with the same formula, charge and spin at 40.32 kcal/mol. The structure (SMILES) is O=C1CNC[C@@H]1O. For the largest force on an atom, the calculation gives 1.762 eV/Å.

---

Computed, not measured: a 3-piece molecular cluster, C2H12NO2 overall in a non-equilibrium geometry, with wB97M-V/def2-TZVPD.

```
17
Properties=species:S:1:pos:R:3:mulliken_charge:R:1
C 0.519 -0.014 -2.008 -1.216
C 0.409 -0.327 -0.540 -0.281
N 0.745 0.954 0.300 -0.315
H 0.413 -0.873 -2.668 0.347
H -0.247 0.703 -2.312 0.362
H 1.522 0.386 -2.185 0.359
H -0.640 -0.522 -0.328 0.344
H 1.134 -1.054 -0.187 0.340
H 1.747 0.965 0.486 0.354
H 0.167 0.750 1.099 0.347
H 0.684 1.796 -0.254 0.335
H 2.395 2.780 1.940 0.328
H 1.410 3.342 2.934 0.331
O 1.611 2.514 2.475 -0.637
H -4.392 -3.576 1.039 0.326
H -3.883 -4.060 -0.328 0.325
O -3.595 -3.767 0.536 -0.649
```

The value obtained for the LUMO energy is -3.58 eV. The calculation puts the energy above the lowest of the compared OMol25 structures with the same formula, charge and spin at 29.74 kcal/mol. As for the total charge: +1. For the largest force on an atom, the calculation gives 2.963 eV/Å.

---

Computed, not measured: a 2-piece molecular cluster, C5H13NO overall in a non-equilibrium geometry, with wB97M-V/def2-TZVPD.

```
20
Properties=species:S:1:pos:R:3:mulliken_charge:R:1
C 2.727 -0.554 -0.569 -0.741
C 3.122 -0.088 0.820 -0.819
H 3.617 -0.619 -1.192 0.326
H 2.186 -1.492 -0.714 0.279
H 1.959 0.109 -0.983 0.171
H 2.276 -0.160 1.518 0.201
H 3.467 0.928 1.011 0.280
H 3.890 -0.727 1.265 0.312
C -0.664 0.248 0.758 -0.138
C -1.815 0.510 1.756 -1.236
C -1.115 -0.096 -0.610 0.424
O -0.696 -1.023 -1.275 -0.596
N -1.976 0.791 -1.209 -0.383
H 0.048 1.067 0.729 0.345
H -0.060 -0.506 1.267 0.211
H -2.335 -0.373 2.099 0.306
H -2.482 0.551 -2.038 0.223
H -2.380 1.582 -0.761 0.170
H -2.547 1.222 1.363 0.302
H -1.428 1.063 2.615 0.364
```

The value obtained for the LUMO energy is 0.84 eV. The calculation puts the energy above the lowest of the compared OMol25 structures with the same formula, charge and spin at 12.36 kcal/mol. The structure (SMILES) is CCC(N)=O.CC. For the largest force on an atom, the calculation gives 2.065 eV/Å.

---

Computed, not measured: C97H61Br3F4O24 as an isolated structure in a non-equilibrium geometry, with wB97M-V/def2-TZVPD.

```
189
Properties=species:S:1:pos:R:3:mulliken_charge:R:1
C -7.424 3.893 11.488 -0.417
C -8.478 5.039 11.085 0.243
O -7.574 5.981 10.580 -0.292
C -6.559 5.333 9.991 0.689
O -5.615 5.855 9.424 -0.545
O -6.539 4.070 10.374 -0.313
F -8.989 5.500 12.288 -0.284
H -7.848 2.892 11.573 0.278
H -6.781 4.156 12.328 0.268
H -9.149 4.405 10.504 0.372
C 2.058 9.508 12.849 -0.454
C 2.657 10.233 11.672 0.232
O 1.680 9.800 10.786 -0.298
C 1.354 8.587 11.069 0.710
O 1.193 7.846 10.141 -0.542
O 1.608 8.307 12.298 -0.299
F 3.912 9.730 11.321 -0.280
H 1.271 10.165 13.221 0.292
H 2.757 9.250 13.644 0.329
H 2.734 11.306 11.843 0.311
C -1.419 -12.767 -3.317 -0.345
C -2.708 -13.418 -2.841 0.336
O -3.140 -12.492 -1.877 -0.311
C -2.328 -11.448 -1.645 0.676
O -2.510 -10.538 -0.861 -0.513
O -1.321 -11.518 -2.604 -0.346
F -2.414 -14.627 -2.349 -0.271
H -1.229 -12.465 -4.347 0.253
H -0.634 -13.349 -2.833 0.235
H -3.480 -13.435 -3.611 0.287
C -9.676 1.383 3.915 -0.529
C -8.364 2.015 4.368 0.312
O -8.258 1.231 5.553 -0.315
C -9.514 0.899 6.009 0.646
O -9.814 0.605 7.123 -0.511
O -10.359 1.171 5.044 -0.319
F -8.538 3.268 4.786 -0.265
H -9.491 0.412 3.456 0.308
H -10.293 1.873 3.162 0.330
H -7.630 2.055 3.563 0.341
C 5.767 0.987 -7.645 -0.276
C 6.623 0.105 -8.221 -0.714
C 6.395 -0.304 -9.555 -0.551
C 5.143 -0.093 -10.172 0.476
C 4.185 0.619 -9.468 0.334
C 4.517 1.266 -8.230 -0.654
C 2.825 0.840 -10.063 0.414
O 1.944 1.612 -9.558 -0.680
C 2.444 -0.030 -11.165 0.413
C 1.088 -0.074 -11.628 -0.590
C 0.645 -1.021 -12.589 -0.391
C 1.602 -1.827 -13.233 -0.472
C 2.971 -1.742 -12.802 -0.536
C 3.422 -0.736 -11.876 0.306
C 4.874 -0.664 -11.498 0.313
O 5.734 -1.172 -12.154 -0.599
H 5.957 1.423 -6.676 0.375
H 7.594 0.025 -7.754 0.342
H 7.151 -0.937 -9.995 0.423
H 3.804 1.940 -7.777 0.471
H 0.343 0.502 -11.099 0.422
H -0.415 -1.156 -12.740 0.383
H 1.269 -2.576 -13.937 0.384
H 3.742 -2.411 -13.157 0.406
C 5.754 -12.497 -3.573 -0.345
C 6.395 -13.620 -4.011 -0.642
C 7.269 -13.484 -5.079 -0.362
C 7.441 -12.286 -5.746 0.235
C 6.724 -11.160 -5.331 0.573
C 5.885 -11.283 -4.208 -0.726
C 6.832 -9.846 -6.042 0.386
O 6.276 -8.904 -5.488 -0.643
C 7.710 -9.769 -7.318 0.211
C 7.898 -8.597 -8.055 -0.413
C 8.877 -8.427 -9.005 -0.453
C 9.681 -9.579 -9.309 -0.577
C 9.371 -10.770 -8.679 -0.735
C 8.485 -10.872 -7.617 0.453
C 8.439 -12.144 -6.826 0.401
O 9.063 -13.125 -7.216 -0.641
H 5.115 -12.661 -2.718 0.392
H 6.187 -14.568 -3.536 0.409
H 7.793 -14.323 -5.515 0.454
H 5.228 -10.517 -3.822 0.431
H 7.266 -7.755 -7.817 0.410
H 9.122 -7.435 -9.354 0.393
H 10.266 -9.409 -10.200 0.360
H 9.940 -11.649 -8.942 0.431
C -0.546 -1.902 -3.408 -0.410
C -0.334 -2.848 -2.474 -0.392
C -0.588 -2.576 -1.134 -0.537
C -1.108 -1.295 -0.795 0.239
C -1.142 -0.243 -1.744 0.310
C -1.000 -0.546 -3.115 -0.682
C -1.213 1.251 -1.364 0.543
O -0.971 2.131 -2.205 -0.644
C -1.365 1.543 0.124 0.345
C -1.354 2.862 0.548 -0.496
C -1.529 3.204 1.888 -0.437
C -1.581 2.244 2.808 -0.549
C -1.668 0.921 2.414 -0.482
C -1.439 0.494 1.108 0.270
C -1.523 -0.927 0.650 0.333
O -1.846 -1.801 1.512 -0.628
H -0.190 -2.153 -4.397 0.339
H 0.014 -3.844 -2.701 0.402
H -0.774 -3.418 -0.485 0.369
H -1.208 0.252 -3.813 0.461
H -1.203 3.676 -0.145 0.425
H -1.547 4.257 2.125 0.405
H -1.665 2.441 3.867 0.391
H -1.750 0.254 3.260 0.424
C 4.972 -14.876 8.015 -0.396
C 3.618 -15.107 7.670 -0.368
C 3.010 -14.287 6.737 -0.696
C 3.783 -13.277 6.005 0.482
C 5.113 -12.979 6.387 0.170
C 5.706 -13.931 7.315 -0.771
C 5.906 -11.782 5.906 0.645
O 7.088 -11.603 6.264 -0.679
C 5.303 -10.801 4.987 0.412
C 5.983 -9.581 4.631 -0.721
C 5.224 -8.665 3.842 -0.371
C 3.965 -8.960 3.439 -0.505
C 3.297 -10.096 3.849 -0.572
C 3.957 -11.074 4.574 0.337
C 3.222 -12.426 4.986 0.465
O 2.149 -12.690 4.484 -0.610
H 5.423 -15.391 8.850 0.371
H 3.144 -15.958 8.138 0.400
H 2.010 -14.557 6.431 0.383
H 6.720 -13.770 7.652 0.401
H 6.961 -9.296 4.990 0.454
H 5.591 -7.694 3.545 0.368
H 3.527 -8.363 2.654 0.373
H 2.351 -10.423 3.443 0.426
C 4.908 12.149 3.197 -0.462
C 3.623 11.743 3.435 -0.391
C 2.949 11.011 2.426 -0.615
C 3.414 10.934 1.106 0.447
C 4.744 11.254 0.866 0.290
C 5.459 11.903 1.956 -0.583
C 5.418 11.162 -0.463 0.487
O 6.475 11.653 -0.762 -0.579
C 4.573 10.299 -1.464 0.276
C 5.153 9.883 -2.745 -0.741
C 4.308 9.404 -3.732 -0.281
C 2.895 9.137 -3.549 -0.551
C 2.334 9.524 -2.361 -0.438
C 3.107 10.064 -1.267 0.297
C 2.499 10.425 0.002 0.479
O 1.370 10.057 0.270 -0.631
H 5.287 13.000 3.743 0.345
H 3.229 11.739 4.441 0.380
H 1.987 10.729 2.829 0.376
H 6.361 12.459 1.743 0.348
H 6.163 10.184 -2.980 0.399
H 4.825 9.138 -4.642 0.349
H 2.330 8.643 -4.326 0.402
H 1.321 9.218 -2.145 0.396
C -7.756 10.123 -1.376 -0.473
C -7.550 11.501 -1.279 -0.445
C -8.581 12.419 -1.119 -0.664
C -9.912 11.956 -1.026 0.242
C -10.158 10.592 -1.137 0.276
C -9.071 9.636 -1.301 -0.563
C -11.558 10.039 -1.237 0.550
O -11.787 8.861 -1.493 -0.632
C -12.640 10.929 -0.730 0.387
C -13.873 10.402 -0.427 -0.405
C -14.961 11.206 0.029 -0.592
C -14.725 12.563 0.231 -0.441
C -13.471 13.101 0.023 -0.693
C -12.405 12.280 -0.424 0.358
C -11.066 12.984 -0.667 0.433
O -10.911 14.207 -0.662 -0.630
H -6.951 9.412 -1.490 0.401
H -6.524 11.813 -1.151 0.348
H -8.342 13.461 -0.965 0.447
H -9.273 8.577 -1.358 0.434
H -13.974 9.327 -0.437 0.420
H -15.911 10.763 0.290 0.396
H -15.543 13.231 0.456 0.383
H -13.156 14.118 0.203 0.465
C -2.186 -1.131 10.663 -0.279
Br -2.654 -1.690 12.553 -0.044
Br -3.240 -2.031 9.264 -0.004
Br -0.270 -1.241 10.202 0.001
H -2.566 -0.111 10.702 0.326
```

The value obtained for the LUMO energy is -1.23 eV. For the largest force on an atom, the calculation gives 5.742 eV/Å.

---

Computed, not measured: a 6-piece molecular cluster, CH13O6 overall in a non-equilibrium geometry, with wB97M-V/def2-TZVPD.

```
20
Properties=species:S:1:pos:R:3:mulliken_charge:R:1
C -0.428 -0.784 -0.002 -0.667
O 0.739 0.014 0.287 -1.027
H -1.008 -0.200 -0.665 0.320
H -0.065 -1.817 -0.261 0.225
H -0.885 -1.092 0.934 0.231
H -0.231 -0.763 -3.238 0.332
H -1.035 0.124 -2.573 0.337
O -1.168 -0.760 -2.956 -0.654
H 0.559 2.064 1.918 0.265
H 0.053 1.217 0.625 0.498
O -0.102 2.120 1.213 -0.806
H 2.459 -1.344 2.075 0.288
H 1.046 -0.580 2.231 0.363
O 1.669 -1.222 2.590 -0.664
H 2.104 -1.057 -2.483 0.286
H 1.318 -0.140 -1.330 0.429
O 1.779 -0.189 -2.242 -0.735
H -2.561 0.806 1.538 0.280
H -1.622 1.892 1.130 0.440
O -2.623 1.711 1.209 -0.742
```

The value obtained for the LUMO energy is 3.64 eV. The calculation puts the energy above the lowest of the compared OMol25 structures with the same formula, charge and spin at 40.37 kcal/mol. As for the total charge: -1. For the largest force on an atom, the calculation gives 3.924 eV/Å.

---

Computed, not measured: a 2-piece molecular cluster, C7H9IO3 overall in a non-equilibrium geometry, with wB97M-V/def2-TZVPD.

```
20
Properties=species:S:1:pos:R:3:mulliken_charge:R:1
C -0.296 -1.617 0.104 0.808
C 0.260 1.258 -1.751 0.948
C -0.141 0.630 1.382 1.030
C 1.220 -1.822 0.193 -1.360
C 1.399 0.750 -2.088 -1.153
C -1.067 1.776 1.770 -1.456
C -0.834 -0.448 0.594 -0.482
O -0.796 -2.493 -0.757 -0.363
O -0.775 1.662 -1.460 -0.356
O 1.049 0.859 1.225 -0.552
I -2.909 -0.130 0.124 0.000
H 1.741 -1.801 -0.735 0.312
H 1.613 -1.143 0.797 0.477
H 1.344 -2.948 0.541 0.318
H 2.195 1.110 -1.500 0.348
H -1.709 -2.179 -0.859 0.135
H 1.339 0.295 -3.124 0.257
H -0.389 2.405 2.403 0.352
H -1.950 1.503 2.331 0.443
H -1.297 2.333 0.810 0.295
```

The value obtained for the LUMO energy is 0.15 eV. The calculation puts the energy above the lowest of the compared OMol25 structures with the same formula, charge and spin at 27.84 kcal/mol. The structure (SMILES) is CC(=O)/C(I)=C(\C)O.C=C=O. For the largest force on an atom, the calculation gives 6.052 eV/Å.